The following is a quantum chemistry calculation of a molecular structure, C28H40N7SSi2Ti, from OMol25.

```
79
Properties=species:S:1:pos:R:3:forces:R:3:mulliken_charge:R:1
Ti 0.146 0.132 -0.250 -0.1 0.1 -0.1 -1.2878
N -3.812 2.384 -0.511 0.0 0.0 0.0 -0.6342
C -2.622 1.653 -0.646 0.0 0.0 0.0 0.1804
S -1.413 1.851 0.597 0.1 0.0 0.0 -0.5094
N -2.471 0.906 -1.672 0.0 0.0 0.0 -1.6595
N -1.229 0.286 -1.730 0.0 0.0 0.0 3.6131
C -1.045 -0.490 -2.887 0.0 0.1 0.0 -0.2124
C -1.998 -0.496 -4.011 0.0 0.0 0.0 -0.2568
C -2.448 -1.701 -4.552 0.0 0.0 0.0 -0.2024
C -3.304 -1.726 -5.646 0.0 0.0 0.0 -0.9257
C -3.745 -0.541 -6.214 0.0 0.0 0.0 -0.4723
C -3.321 0.669 -5.674 0.0 0.0 0.0 -0.8319
C -2.462 0.691 -4.589 0.0 0.0 0.0 -0.1538
C 0.133 -1.181 -2.897 0.0 0.0 0.0 0.0472
C 0.683 -1.989 -3.955 0.0 0.0 0.0 -1.2649
C 1.887 -2.582 -3.813 0.0 0.0 0.0 -0.6759
C 2.640 -2.406 -2.600 0.0 0.0 0.0 -1.0752
C 2.110 -1.622 -1.632 0.0 0.0 0.0 -0.6120
N 0.905 -0.992 -1.740 0.0 0.0 0.0 1.5706
H -4.089 2.483 0.454 0.0 0.0 0.0 0.2582
H -4.547 1.979 -1.076 0.0 0.0 0.0 0.2567
H -2.130 -2.629 -4.092 0.0 0.0 0.0 0.4941
H -3.637 -2.677 -6.044 0.0 0.0 0.0 0.3714
H -4.418 -0.557 -7.063 0.0 0.0 0.0 0.3728
H -3.663 1.603 -6.106 0.0 0.0 0.0 0.4067
H -2.145 1.636 -4.170 0.0 0.0 0.0 0.2582
H 0.117 -2.100 -4.870 0.0 0.0 0.0 0.5851
H 2.293 -3.183 -4.618 0.0 0.0 0.0 0.4044
H 3.602 -2.876 -2.457 0.0 0.0 0.0 0.4437
H 2.642 -1.447 -0.701 0.0 0.0 0.0 0.2903
C -0.068 0.451 3.653 0.0 0.0 0.0 -1.1782
Si 0.915 -0.387 2.243 0.0 0.0 0.1 1.0358
C 2.730 0.036 2.726 0.0 0.0 0.0 -1.6497
C 0.731 -2.243 2.644 0.0 0.0 0.0 0.5206
C 1.437 -2.933 3.631 0.0 0.0 0.0 -0.7320
C 1.205 -4.280 3.873 0.0 0.0 0.0 -0.6557
C 0.245 -4.957 3.131 0.0 0.0 0.0 -0.5740
C -0.469 -4.282 2.151 0.0 0.0 0.0 -0.6786
C -0.238 -2.929 1.889 0.0 0.0 0.0 0.0853
Si -1.161 -1.915 0.562 -0.1 -0.1 0.0 1.5003
C -2.844 -1.457 1.318 0.0 0.0 0.0 -1.2540
C -1.592 -3.148 -0.815 0.0 0.0 0.0 -1.3745
H 0.293 0.104 4.627 0.0 0.0 0.0 0.3662
H -1.128 0.202 3.573 0.0 0.0 0.0 0.2083
H 0.006 1.542 3.628 0.0 0.0 0.0 0.3198
H 2.974 -0.333 3.726 0.0 0.0 0.0 0.4391
H 2.898 1.120 2.749 0.0 0.0 0.0 0.3772
H 3.451 -0.396 2.026 0.0 0.0 0.0 0.3484
H 2.189 -2.418 4.221 0.0 0.0 0.0 0.2566
H 1.770 -4.804 4.636 0.0 0.0 0.0 0.3697
H 0.061 -6.010 3.313 0.0 0.0 0.0 0.3759
H -1.209 -4.825 1.572 0.0 0.0 0.0 0.2801
H -3.392 -2.357 1.617 0.0 0.0 0.0 0.3816
H -3.443 -0.911 0.584 0.0 0.0 0.0 0.2820
H -2.721 -0.816 2.192 0.0 0.0 0.0 0.2164
H -2.155 -3.999 -0.416 0.0 0.0 0.0 0.6071
H -0.695 -3.530 -1.310 0.0 0.0 0.0 0.2995
H -2.210 -2.660 -1.572 0.0 0.0 0.0 0.1429
C 0.070 3.666 -2.210 0.0 0.0 0.0 -0.8213
N 1.256 2.885 -1.892 0.0 0.0 0.0 0.3229
C 1.598 1.898 -2.904 0.0 0.0 0.0 -1.0741
C 1.612 2.683 -0.593 0.0 0.0 0.0 0.5065
N 1.900 1.488 -0.137 0.0 0.0 0.0 -0.6291
N 1.646 3.793 0.201 0.0 0.0 0.0 0.3243
C 1.598 3.660 1.641 0.0 0.0 0.0 -0.9307
C 1.928 5.116 -0.309 0.0 0.0 0.0 -1.2535
H -0.300 4.174 -1.324 0.0 0.0 0.0 0.4296
H -0.720 2.989 -2.550 0.0 0.0 0.0 -0.1222
H 0.284 4.396 -2.996 0.0 0.0 0.0 0.2987
H 1.863 2.428 -3.824 0.0 0.0 0.0 0.3680
H 0.758 1.231 -3.110 0.0 0.0 0.0 0.1906
H 2.442 1.301 -2.571 0.0 0.0 0.0 0.3828
H 2.403 1.539 0.739 0.0 0.0 0.0 0.0467
H 2.598 3.625 2.089 0.0 0.0 0.0 0.3365
H 1.051 2.758 1.912 0.0 0.0 0.0 0.0469
H 1.063 4.515 2.057 0.0 0.0 0.0 0.3567
H 2.167 5.062 -1.368 0.0 0.0 0.0 0.3483
H 2.787 5.539 0.221 0.0 0.0 0.0 0.4280
H 1.077 5.790 -0.173 0.0 0.0 0.0 0.3498
```
Positions in Å, forces in eV/Å.

Values from the calculation:
electronic energy	-89825.8011	eV
net charge	-1
energy relative to the best compared isomer or geometry (same formula, charge and spin)	0.0	kcal/mol
LUMO	2.42	eV
HOMO level	-2.78	eV
frontier orbital gap	5.20	eV